Entry 1:
This record from the OMol25 dataset describes an isolated molecule of C20H21N3O2. The level of theory is wB97M-V/def2-TZVPD.

Gap between HOMO and LUMO ... 7.24 eV
E_HOMO ... -7.62 eV
SMILES ... CCOc1ccc(-c2cc3cccn(C(=O)N4CCCC4)c-3n2)cc1
ΔE to the lowest compared entry with this formula, charge and spin ... 507.8 kJ/mol

Last column: natural (NBO) charge in e.
Positions of all 46 atoms, in Å:
C: 1.56 3.67 -2.16  -0.099
H: 2.15 -6.70 -0.41  0.205
H: 3.18 1.23 -1.24  0.215
H: -2.90 2.00 2.08  0.208
H: -2.08 1.24 -1.35  0.197
H: 0.80 -5.94 0.45  0.221
N: -0.71 3.51 -0.42  -0.410
C: -1.93 3.52 0.29  0.818
H: -4.37 2.67 1.58  0.202
C: 1.38 0.64 -0.21  0.177
C: 0.28 2.53 -0.39  0.376
H: 3.52 -1.16 -0.96  0.205
C: 2.49 -3.25 1.46  0.320
C: -3.08 1.62 -1.05  -0.213
H: -3.86 -0.29 -0.93  0.222
H: 2.34 3.70 -2.84  0.212
C: -4.17 0.64 0.94  -0.433
C: 1.79 -0.72 0.27  -0.087
H: 0.18 -0.85 1.75  0.223
H: 4.04 -3.24 0.14  0.206
H: 0.79 -3.02 2.69  0.223
C: 1.06 -1.33 1.36  -0.153
H: -5.19 0.42 1.25  0.232
C: 1.82 -5.74 0.05  -0.641
H: 1.81 -4.94 -0.66  0.215
C: -3.67 1.99 1.24  -0.199
C: 2.15 1.46 -0.92  -0.299
C: 3.01 -5.58 1.02  -0.058
N: -2.90 2.49 0.05  -0.431
O: 2.70 -4.51 1.96  -0.525
C: -0.46 4.68 -1.22  0.065
O: -2.09 4.28 1.20  -0.560
H: -1.14 5.48 -1.06  0.222
C: 0.61 4.79 -2.15  -0.309
C: 1.47 2.66 -1.18  -0.112
H: 0.55 5.67 -2.75  0.238
H: -5.04 0.96 -0.99  0.198
H: -3.44 2.06 -1.97  0.190
H: 3.12 -6.57 1.47  0.200
C: -4.05 0.67 -0.51  -0.403
C: 1.35 -2.60 1.89  -0.262
H: -3.38 -0.03 1.33  0.215
N: 0.26 1.41 0.27  -0.529
C: 3.22 -2.72 0.41  -0.298
H: 3.92 -5.27 0.42  0.171
C: 2.90 -1.54 -0.21  -0.153

Entry 2:
This record from the OMol25 dataset describes an isolated molecule of C20H21N3O3. The level of theory is wB97M-V/def2-TZVPD.

Gap between HOMO and LUMO ... 9.18 eV
E_HOMO ... -8.48 eV
SMILES ... Cc1ccc(CNC(=O)CCCn2c(=O)[nH]c3ccccc3c2=O)cc1
ΔE to the lowest compared entry with this formula, charge and spin ... 0.0 kJ/mol

Last column: natural (NBO) charge in e.
Positions of all 47 atoms, in Å:
H: 3.34 0.01 3.18  0.213
C: -0.77 2.99 -2.68  -0.162
C: 0.09 2.40 -1.78  -0.284
H: 0.76 3.00 -1.18  0.213
H: -0.78 4.06 -2.80  0.215
C: 0.13 0.85 2.52  -0.044
H: 1.08 -3.50 -0.93  0.221
C: 0.36 2.06 1.89  -0.219
H: 4.73 1.58 1.43  0.223
N: 0.94 0.40 -0.73  -0.617
H: -2.31 2.68 -4.14  0.216
C: 0.93 -0.94 -0.46  0.805
H: 0.07 -3.09 1.21  0.218
H: -0.47 2.64 1.52  0.218
C: -1.87 -1.26 0.89  0.691
H: -2.30 0.20 -3.86  0.237
C: 1.22 0.12 2.99  -0.168
C: 0.05 -3.13 -0.94  -0.224
H: -0.51 -3.60 -1.75  0.243
C: -1.97 -2.74 0.54  -0.511
C: -1.27 0.32 2.67  -0.246
H: -1.56 0.31 3.73  0.206
H: -1.07 -1.79 2.70  0.394
C: 2.51 0.59 2.82  -0.196
H: 1.52 0.97 -0.13  0.432
H: -1.96 0.95 2.12  0.237
O: -1.49 -1.98 -2.84  -0.603
N: -1.43 -1.03 2.15  -0.616
H: -2.52 -2.83 -0.40  0.245
O: -2.19 -0.36 0.14  -0.642
H: 4.16 3.26 1.49  0.213
C: 2.75 1.81 2.19  -0.037
H: 1.07 -0.83 3.49  0.204
C: -1.64 2.21 -3.44  -0.250
H: 1.82 3.49 1.25  0.203
C: 4.15 2.30 2.01  -0.629
C: -0.61 -3.42 0.41  -0.403
H: -2.55 -3.23 1.33  0.225
H: 4.64 2.42 2.97  0.222
O: 1.66 -1.42 0.39  -0.643
C: -0.79 -1.22 -2.20  0.708
C: 0.09 1.02 -1.62  0.293
N: 0.09 -1.71 -1.23  -0.484
H: -0.73 -4.50 0.50  0.216
C: -1.64 0.84 -3.29  -0.114
C: -0.77 0.23 -2.38  -0.215
C: 1.66 2.54 1.74  -0.205

Entry 3:
This record from the OMol25 dataset describes a structure of composition C20H21N4O7RhSSe2. The level of theory is wB97M-V/def2-TZVPD.

Gap between HOMO and LUMO ... 5.08 eV
E_HOMO ... -1.39 eV
Net charge ... -2
ΔE to the lowest compared entry with this formula, charge and spin ... 51.1 kJ/mol

Last column: natural (NBO) charge in e.
Positions of all 56 atoms, in Å:
N: 3.33 2.54 4.45  -0.823
C: -0.08 -4.68 1.08  -0.147
Se: 1.36 4.01 -1.18  -0.211
C: -2.80 0.48 2.39  -0.091
O: -0.81 3.33 1.23  -0.717
C: -0.45 -2.27 1.73  0.779
O: -0.82 -4.87 -3.75  -0.423
H: -0.89 -2.13 -0.99  0.265
H: 3.29 2.15 -2.29  0.225
H: 2.14 1.01 -5.59  0.456
N: -0.88 -3.93 -2.98  0.522
C: 1.31 1.31 -2.45  -0.132
H: 0.11 -4.84 2.13  0.239
C: 0.40 0.39 -1.64  -0.066
H: -4.94 0.32 2.33  0.187
O: -1.17 -2.80 -3.31  -0.375
H: -5.20 2.60 1.32  0.182
N: 0.72 1.35 2.41  -0.318
C: -4.21 2.21 1.55  -0.204
C: -3.11 2.99 1.29  -0.305
C: -0.27 -5.48 -1.18  -0.232
H: 3.01 2.11 5.30  0.370
C: 0.72 2.73 -2.52  -0.578
O: 2.23 1.38 -4.71  -0.729
O: -0.16 1.05 -0.50  -0.745
C: 2.76 1.27 -1.93  -0.573
H: -2.66 -0.49 2.84  0.206
H: -3.21 3.97 0.84  0.204
H: -0.37 2.66 -2.43  0.207
H: 3.26 0.38 -2.32  0.195
C: -0.59 -4.18 -1.56  0.063
C: -0.38 0.72 2.60  0.204
H: 0.25 -6.72 0.48  0.201
S: 2.42 3.60 2.17  -0.088
O: -0.36 -1.10 1.28  -0.758
O: -0.59 -2.63 2.91  -0.729
C: 2.41 2.38 3.42  0.240
H: -0.23 -6.26 -1.92  0.231
H: 3.56 3.52 4.60  0.368
H: -0.30 0.35 0.18  0.550
Rh: 1.07 2.47 0.75  0.569
C: -1.66 1.25 2.12  -0.267
C: -0.65 -3.13 -0.66  -0.185
H: -0.44 0.05 -2.27  0.164
H: 0.97 -0.48 -1.31  0.200
N: 1.61 1.38 3.48  -0.405
Se: 2.96 1.14 0.02  -0.119
H: -0.44 0.21 3.56  0.205
C: 1.29 0.71 -3.87  -0.047
C: -1.78 2.54 1.54  0.406
H: 0.28 0.81 -4.28  0.156
C: -4.08 0.93 2.11  -0.348
H: 0.94 3.16 -3.50  0.209
C: 0.00 -5.71 0.16  -0.235
H: 1.53 -0.36 -3.81  0.156
C: -0.39 -3.38 0.68  -0.110

Entry 4:
This record from the OMol25 dataset describes an isolated molecule of C20H21N5O4S. The level of theory is wB97M-V/def2-TZVPD.

Gap between HOMO and LUMO ... 8.42 eV
E_HOMO ... -7.85 eV
SMILES ... O=C(NCc1nnc(SCC(=O)N2CCN(c3ccccc3)CC2)o1)c1ccco1
ΔE to the lowest compared entry with this formula, charge and spin ... 47.5 kJ/mol

Last column: natural (NBO) charge in e.
Positions of all 51 atoms, in Å:
C: -1.98 1.39 -0.92  -0.224
C: 3.28 -0.98 -1.95  0.448
N: -2.43 0.40 0.03  -0.465
C: -3.52 -0.12 2.12  -0.278
H: -2.98 -1.05 2.17  0.209
C: -4.37 0.22 3.15  -0.189
C: 3.08 0.29 0.63  0.647
O: 2.10 -1.17 -2.57  -0.414
H: -2.67 1.49 -1.77  0.175
S: 0.55 -3.30 -3.11  0.304
H: 0.12 0.96 -0.61  0.233
O: 1.93 0.07 0.32  -0.636
C: 3.73 0.29 4.24  -0.319
H: 3.52 0.22 5.29  0.235
H: 1.75 0.00 3.25  0.244
H: 0.00 -1.84 -4.93  0.257
C: -0.28 -0.52 -3.30  0.686
H: -5.71 1.69 3.95  0.212
C: -3.33 0.75 1.03  0.269
N: 2.96 -3.08 -1.92  -0.308
H: -0.26 1.68 -2.21  0.242
C: 4.94 0.51 3.66  0.120
C: 1.96 -2.51 -2.51  0.277
C: -4.02 1.96 1.04  -0.300
N: 3.80 -2.10 -1.56  -0.288
H: -1.89 2.35 -0.42  0.217
H: 5.92 0.65 4.07  0.208
H: 5.01 0.54 0.03  0.415
O: 0.07 0.39 -4.02  -0.635
O: 4.84 0.54 2.33  -0.397
H: -4.49 -0.46 3.98  0.211
C: -4.87 2.29 2.08  -0.186
C: 3.53 0.33 2.03  0.137
C: -0.37 -1.92 -3.91  -0.615
H: 2.99 1.10 -2.00  0.239
H: -1.40 -2.27 -3.93  0.246
H: -1.17 -2.32 -1.52  0.219
C: -0.60 0.98 -1.44  -0.237
H: -3.20 -0.91 -1.42  0.170
H: -3.92 2.65 0.21  0.213
N: -0.65 -0.34 -2.03  -0.438
C: -5.05 1.43 3.14  -0.251
H: -5.39 3.23 2.05  0.211
C: 2.81 0.17 3.18  -0.220
N: 4.06 0.57 -0.28  -0.591
C: 3.78 0.40 -1.69  -0.277
H: -0.41 -1.35 -0.24  0.220
H: 4.69 0.59 -2.25  0.237
H: -2.85 -1.64 0.16  0.216
C: -2.50 -0.91 -0.57  -0.214
C: -1.11 -1.33 -1.08  -0.232